22
Properties=species:S:1:pos:R:3:lowdin_charge:R:1 method="wB97M-V/def2-TZVPD" e_above_lowest_kcal_mol=3.1 homo_energy_ev=-8.92 energy_ev=-14585.866 lumo_ha=0.0178 homo_lumo_gap_ev=9.41 smiles="C=CO.O.O.O.O.O"
C 3.78 0.33 -1.02 0.00
C 3.20 0.29 0.17 -0.28
O 1.88 0.12 0.34 -0.04
H 4.85 0.40 -1.14 0.05
H 3.14 0.38 -1.89 0.05
H 3.76 0.54 1.08 0.11
H 1.60 -0.01 1.27 0.06
O 0.58 -0.94 2.47 -0.05
H -0.31 -0.68 2.17 0.04
H 0.67 -1.79 2.03 0.06
O -3.62 0.37 0.87 -0.06
H -3.57 0.70 -0.04 0.01
H -3.84 1.18 1.35 0.05
O -1.41 -1.49 0.42 -0.06
H -1.32 -1.74 -0.50 0.04
H -2.19 -0.91 0.45 0.01
O -0.14 -0.18 -1.73 -0.07
H -0.25 0.10 -0.81 0.02
H 0.83 -0.18 -1.71 0.03
O -2.51 1.54 -1.55 -0.05
H -2.73 2.27 -2.14 0.05
H -2.04 0.89 -2.09 0.03

---

15
Properties=species:S:1:pos:R:3:lowdin_charge:R:1 method="wB97M-V/def2-TZVPD" e_above_lowest_kcal_mol=93.4 homo_energy_ev=-8.47 energy_ev=-7828.271 lumo_ha=-0.0156 homo_lumo_gap_ev=8.04
C 1.17 0.97 0.44 -0.07
N 1.14 0.30 -0.63 -0.01
C -0.05 -0.27 -1.12 -0.19
C -1.33 -0.05 -0.72 -0.13
C -1.91 1.35 -0.71 -0.11
H 0.25 1.34 0.90 0.07
H 2.03 1.10 1.09 0.07
H 0.12 -0.90 -1.99 0.10
H -1.99 -0.89 -0.59 0.09
H -1.74 1.81 0.28 0.06
H -2.97 1.30 -0.93 0.07
H -1.44 2.08 -1.37 0.08
O 1.05 -2.04 2.04 -0.06
H 0.33 -2.32 1.47 0.03
H 1.26 -1.15 1.73 -0.01

---

9
Properties=species:S:1:pos:R:3:mulliken_spin:R:1 method="wB97M-V/def2-TZVPD" e_above_lowest_kcal_mol=5.1 homo_energy_ev="-7.82 / -8.88" energy_ev=-40444.743 lumo_ha="-0.0246 / -0.1004" homo_lumo_gap_ev="7.15 / 6.14" multiplicity=3
C 0.28 0.10 -0.13 0.00
N 1.10 0.24 -1.27 0.46
S 4.56 1.11 0.55 0.82
S 2.02 -0.81 -1.95 0.41
I 4.22 -1.15 0.30 0.21
I 1.27 -3.16 -2.08 0.06
H 0.51 -0.73 0.48 0.00
H 0.55 0.99 0.46 0.01
H -0.71 0.26 -0.39 0.02

---

99
Properties=species:S:1:pos:R:3:lowdin_charge:R:1 method="wB97M-V/def2-TZVPD" homo_energy_ev=-11.14 energy_ev=-59384.514 lumo_ha=-0.0710 charge=+1 homo_lumo_gap_ev=9.21
Bi -0.12 1.14 0.36 1.79
C 1.78 -3.04 -2.63 -0.01
C 1.50 -1.60 -2.45 -0.25
C 1.98 -0.55 -3.21 0.04
C 1.37 0.60 -2.72 -0.22
N 0.60 0.25 -1.69 -0.06
N 0.67 -1.09 -1.53 0.01
B -0.45 -1.88 -0.81 -0.54
N -1.76 -1.22 -1.24 0.03
N -2.00 0.06 -0.92 -0.03
C -3.22 0.38 -1.37 -0.24
C -3.77 -0.74 -2.00 0.04
C -2.81 -1.73 -1.90 -0.25
C -2.90 -3.12 -2.41 -0.01
C -3.86 1.73 -1.20 -0.54
C -5.25 1.72 -1.86 -0.05
C -3.00 2.81 -1.87 -0.04
C -4.02 2.06 0.29 -0.04
N -0.46 -1.85 0.74 0.02
N -0.95 -0.78 1.41 -0.06
C -1.34 -1.18 2.63 -0.22
C -1.05 -2.54 2.75 0.05
C -0.50 -2.93 1.54 -0.24
C -0.08 -4.30 1.15 0.00
C -2.22 -0.40 3.57 -0.53
C -2.09 -0.92 5.01 -0.04
C -1.94 1.10 3.59 -0.05
C -3.66 -0.64 3.07 -0.02
C 1.44 1.95 -3.39 -0.53
C 1.10 1.74 -4.88 -0.04
C 2.86 2.53 -3.33 -0.02
C 0.41 2.92 -2.83 -0.05
H 2.70 -3.16 -3.20 0.09
H 0.98 -3.51 -3.20 0.09
H 1.87 -3.56 -1.68 0.06
H 2.66 -0.63 -4.03 0.12
H -0.41 -3.00 -1.16 0.12
H -4.72 -0.81 -2.47 0.11
H -3.84 -3.27 -2.92 0.09
H -2.83 -3.84 -1.59 0.08
H -2.09 -3.33 -3.11 0.08
H -5.17 1.52 -2.92 0.09
H -5.72 2.69 -1.73 0.09
H -5.89 0.97 -1.41 0.09
H -2.79 2.52 -2.90 0.09
H -2.06 2.92 -1.34 0.04
H -3.52 3.76 -1.87 0.09
H -4.65 1.31 0.77 0.08
H -4.50 3.03 0.41 0.09
H -3.06 2.09 0.79 0.04
H -1.22 -3.16 3.61 0.12
H 0.20 -4.86 2.04 0.09
H 0.75 -4.27 0.45 0.06
H -0.91 -4.82 0.68 0.09
H -1.05 -0.92 5.32 0.09
H -2.49 -1.93 5.10 0.08
H -2.66 -0.28 5.68 0.09
H -1.04 1.29 4.17 0.07
H -2.76 1.63 4.05 0.10
H -1.80 1.49 2.58 0.01
H -3.90 -1.70 3.13 0.09
H -3.75 -0.31 2.04 0.07
H -4.37 -0.09 3.69 0.09
H 1.89 1.19 -5.40 0.08
H 0.99 2.70 -5.36 0.09
H 0.17 1.19 -4.98 0.10
H 3.60 1.78 -3.63 0.09
H 3.14 2.89 -2.34 0.06
H 2.94 3.37 -4.02 0.09
H -0.59 2.58 -3.12 0.07
H 0.56 3.91 -3.26 0.10
H 0.44 2.99 -1.75 0.01
N 1.86 3.00 0.09 -0.08
C 2.66 3.20 1.29 -0.25
C 1.75 3.40 2.49 -0.25
N 0.96 2.20 2.70 -0.06
H 2.41 2.56 -0.64 0.05
H 1.49 3.89 -0.23 0.09
H 3.33 4.07 1.19 0.12
H 3.27 2.31 1.45 0.10
H 1.06 4.23 2.30 0.12
H 2.36 3.67 3.36 0.12
H 0.40 2.31 3.54 0.06
H 1.57 1.40 2.83 0.06
C 4.40 -1.78 3.35 -0.18
Si 4.20 -1.66 1.46 0.51
C 5.75 -0.88 0.67 -0.18
C 3.86 -3.38 0.71 -0.16
C 2.70 -0.60 1.09 -0.16
C 1.69 0.03 0.85 -0.32
H 5.19 -2.48 3.60 0.03
H 3.49 -2.13 3.84 0.02
H 4.66 -0.83 3.80 0.02
H 6.60 -1.54 0.79 0.03
H 6.00 0.07 1.13 0.02
H 5.62 -0.71 -0.39 0.02
H 4.66 -4.08 0.95 0.03
H 3.78 -3.33 -0.37 0.01
H 2.94 -3.80 1.10 0.01